No. 1
Formula: C35H55N10O
Source: the OMol25 dataset
Level of theory: ωB97M-V/def2-TZVPD

Values from the calculation:
Total charge = +1
Lowest unoccupied orbital energy = -3.492 eV
E_HOMO = -9.64 eV
Molar mass = 631.894 g/mol
Gap between HOMO and LUMO = 6.2 eV
2S+1 = 1

Cartesian coordinates (Å):
C -3.91441 -3.30200 3.06190
C -3.09318 -3.58077 2.23183
C -2.01865 -3.77355 1.23686
C -1.45364 -2.39821 0.84552
C 0.03268 -2.46133 0.45489
C 0.68391 -1.07876 0.43016
C 2.19375 -1.10682 0.70860
C 2.68837 0.36392 0.68196
C 4.11942 0.52396 1.16996
C 4.24646 0.76515 2.66516
C 5.42732 1.59514 3.10719
N 3.46173 0.32213 3.56028
N 2.52189 0.84520 -0.72405
C 1.13925 0.78354 -1.01398
N 0.52448 1.85351 -1.39372
N 1.26114 3.04072 -1.57523
C -0.91458 1.88569 -1.68776
C -1.68616 3.04286 -1.00337
C -1.10442 3.58885 0.30376
C -0.94977 2.54701 1.41649
N -2.21041 2.35889 2.14322
C -2.43960 3.41145 3.13910
C -2.25911 1.07289 2.80831
C -1.07655 0.62655 3.65286
O -3.24376 0.39340 2.73340
N 0.42624 -0.40695 -0.85950
H -4.59656 -2.85712 3.75036
H -1.27160 -4.42659 1.69417
H -2.44314 -4.30306 0.38248
H -2.02019 -2.02958 -0.01109
H -1.57855 -1.71621 1.68285
H 0.15619 -2.97596 -0.50208
H 0.56160 -3.05883 1.20123
H 0.23524 -0.48559 1.23166
H 2.43140 -1.61800 1.64145
H 2.70813 -1.65949 -0.08611
H 1.99200 0.92673 1.30979
H 4.56174 1.38842 0.66622
H 4.72651 -0.33222 0.86181
H 5.10522 2.58146 3.43659
H 5.86115 1.09853 3.97580
H 6.19946 1.65786 2.34294
H 2.70966 -0.23087 3.14963
H 2.95149 0.13701 -1.32033
H 0.59743 3.75590 -1.86751
H 1.85622 2.88272 -2.38773
H -1.36828 0.93747 -1.43335
H -0.99735 1.99494 -2.77255
H -2.66469 2.62919 -0.75139
H -1.87466 3.83498 -1.72871
H -1.80395 4.34570 0.66152
H -0.15872 4.11491 0.17391
H -0.17718 2.92438 2.10674
H -0.58852 1.58491 1.04750
H -3.27681 3.11047 3.76998
H -1.56723 3.58998 3.78113
H -2.74459 4.34064 2.66101
H -0.92380 -0.43805 3.48078
H -1.35170 0.74808 4.70053
H -0.15209 1.16653 3.45581
H 0.51227 -1.02644 -1.65807
N -0.96691 5.79312 -3.71458
C -1.70271 5.20410 -4.70777
C -0.83030 4.68747 -5.62843
C 0.48575 4.98239 -5.17917
C 0.36930 5.66377 -3.99609
H -1.34823 6.26054 -2.91218
H -2.77896 5.20690 -4.67733
H -1.10292 4.16555 -6.53009
H 1.40862 4.72522 -5.67363
H 1.11645 6.07010 -3.33370
N -4.18606 -6.80944 0.68016
C -5.01837 -7.07140 -0.37501
C -4.67237 -8.29124 -0.88981
C -3.58988 -8.78772 -0.11328
C -3.31492 -7.85293 0.84759
H -4.21004 -5.98049 1.24837
H -5.78291 -6.37143 -0.66594
H -5.14439 -8.77716 -1.72702
H -3.07704 -9.72580 -0.24321
H -2.58046 -7.84204 1.63513
N 4.15382 4.47657 -7.42243
C 4.91366 3.36944 -7.69280
C 4.51652 2.87560 -8.90585
C 3.47995 3.72014 -9.38969
C 3.27911 4.69739 -8.45323
H 4.23151 5.04426 -6.59963
H 5.67141 3.03403 -7.00555
H 4.92743 2.01000 -9.39752
H 2.94745 3.62212 -10.32056
H 2.59687 5.53025 -8.43278
N -1.30363 -4.05067 5.52230
C 0.02009 -3.96243 5.86347
C 0.27599 -4.92275 6.80488
C -0.94097 -5.61787 7.04072
C -1.89527 -5.05727 6.23486
H -1.77227 -3.46672 4.85233
H 0.66379 -3.22650 5.41129
H 1.22773 -5.10693 7.27419
H -1.09638 -6.43538 7.72420
H -2.93895 -5.28809 6.10699

Atoms 1-3, force components in eV/Å:
0.1271 0.3821 -0.1148
0.1642 -0.0531 -0.0881
-0.7259 -0.0335 0.5486

No. 2
Formula: C35H55N7O5S2Si2Ti
Source: the OMol25 dataset
Level of theory: ωB97M-V/def2-TZVPD

Values from the calculation:
Total charge = -2
Lowest unoccupied orbital energy (spin up / spin down) = 3.989 / 3.989 eV
Energy above the lowest of the compared OMol25 structures with the same formula, charge and spin = 0.00 kcal per mole
E_HOMO (spin up / spin down) = -1.10 / -1.09 eV
Molar mass = 822.042 g/mol
Gap between HOMO and LUMO (spin up / spin down) = 5.1 / 5.1 eV
2S+1 = 1

Cartesian coordinates (Å):
Ti 0.59328 2.13512 0.25728
S 2.89780 1.94060 -0.22799
C 3.11381 3.71737 -0.23793
N 4.14941 4.15890 -0.90742
N 4.18869 5.56054 -0.90214
C 4.89833 6.20989 -1.86085
C 5.77274 5.53265 -2.73113
C 6.52349 6.24130 -3.65311
C 6.43816 7.62584 -3.75852
C 5.56413 8.29745 -2.90627
C 4.80953 7.61242 -1.97483
N 2.22495 4.51039 0.37574
N 1.18383 3.80760 0.95873
C 0.34141 4.59852 1.74793
C 0.19570 5.97174 1.51260
C -0.70171 6.71555 2.25930
C -1.47117 6.12372 3.25612
C -1.31048 4.76723 3.51080
C -0.40520 4.01429 2.77912
H 3.36123 6.00767 -0.52351
H 5.82731 4.45647 -2.65804
H 7.18847 5.69467 -4.31378
H 7.02808 8.16683 -4.48797
H 5.46835 9.37630 -2.97118
H 4.13558 8.14924 -1.31576
H 0.78386 6.41735 0.72466
H -0.81165 7.77431 2.05204
H -2.17290 6.71315 3.83400
H -1.87904 4.28779 4.29979
H -0.27183 2.96292 3.00529
C -0.48480 -2.68224 -1.80475
C -1.66920 -2.65400 -0.84420
C -2.75696 -3.60963 -1.33055
C -2.23404 -1.24015 -0.76023
O -1.19509 -2.97994 0.46386
Si -1.09550 -4.42894 1.26535
S -0.03093 -4.27548 2.99887
O -2.69071 -4.86918 1.42895
C -3.30199 -6.08952 1.80631
C -4.63350 -5.71079 2.44892
C -3.54169 -6.91778 0.54325
C -2.45935 -6.88266 2.80166
O -0.53267 -5.56400 0.16657
C 0.76880 -6.08242 -0.09412
C 1.82542 -4.98011 -0.12327
C 1.12206 -7.12472 0.96490
C 0.67421 -6.74717 -1.46477
H -0.77914 -2.30754 -2.78828
H -0.11352 -3.70232 -1.91292
H 0.32079 -2.05240 -1.42286
H -3.09238 -3.29502 -2.32218
H -3.60479 -3.60391 -0.64631
H -2.37591 -4.62976 -1.39530
H -2.98727 -1.18294 0.02626
H -1.44940 -0.51529 -0.53551
H -2.68307 -0.95162 -1.71392
H -5.20674 -5.08418 1.76340
H -4.45424 -5.14317 3.36304
H -5.21940 -6.60157 2.69074
H -4.16951 -6.35945 -0.15433
H -4.03553 -7.86362 0.78352
H -2.58695 -7.12333 0.05782
H -2.22938 -6.27397 3.67539
H -1.51400 -7.18486 2.35178
H -3.00232 -7.78029 3.11214
H 1.84925 -4.45608 0.83168
H 1.61025 -4.25927 -0.91367
H 2.81110 -5.41380 -0.31163
H 1.12653 -6.65850 1.95087
H 2.10777 -7.55371 0.76579
H 0.38437 -7.93130 0.95424
H 0.39144 -6.01202 -2.22002
H -0.08468 -7.53252 -1.44714
H 1.63285 -7.18853 -1.74824
O -2.39207 0.78651 2.26896
C -2.50256 1.71694 1.50034
C -3.75953 2.58513 1.40852
C -3.43341 3.61300 0.33648
C -2.00535 3.27219 -0.04811
O -1.31947 3.89614 -0.84215
N -1.54757 2.16787 0.61495
H -3.93142 3.02579 2.39099
H -4.61063 1.94457 1.17713
H -3.45874 4.64544 0.68588
H -4.05926 3.54136 -0.55397
N 0.65045 -1.14774 2.98907
C 1.52999 -0.32718 3.65578
C 1.58480 0.82965 2.94610
N 0.74064 0.72300 1.85933
C 0.21001 -0.49064 1.91894
H 0.44215 -2.14427 3.15872
H 2.03165 -0.63566 4.55477
H 2.16802 1.71960 3.10769
H -0.49864 -0.92587 1.23460
C 1.15081 3.41075 -3.01344
Si 0.48301 1.77962 -2.32692
C -1.24869 1.53161 -3.08924
C 1.50281 0.40137 -3.14051
H 0.98863 3.44365 -4.09731
H 2.22206 3.50616 -2.82185
H 0.64821 4.26893 -2.56425
H -1.18838 1.62324 -4.17993
H -1.95810 2.27656 -2.72602
H -1.64210 0.53701 -2.85903
H 1.49041 0.53232 -4.22845
H 1.09934 -0.59092 -2.92050
H 2.53859 0.43572 -2.80061

Atoms 1-3, force components in eV/Å:
0.0071 0.3261 0.3463
0.1028 -0.0194 -0.0331
-0.0083 -0.0210 0.0273

No. 3
Formula: C35H57BCl2F4N3O7
Source: the OMol25 dataset
Level of theory: ωB97M-V/def2-TZVPD

Values from the calculation:
Total charge = +1
Lowest unoccupied orbital energy = -2.552 eV
Energy above the lowest of the compared OMol25 structures with the same formula, charge and spin = 76.88 kcal per mole
E_HOMO = -11.36 eV
Molar mass = 789.565 g/mol
Gap between HOMO and LUMO = 8.8 eV
2S+1 = 1

Cartesian coordinates (Å):
C -1.44818 -1.46485 9.04554
C -1.65642 -0.96622 7.57061
C -1.13752 0.53940 7.42695
C -2.14657 1.48089 6.66308
C -2.03191 1.44273 5.09705
C -0.59966 1.88601 4.57061
C -0.47761 1.80287 2.98479
C 0.82225 1.00751 2.56786
C 1.87036 1.94227 1.80328
C 1.42948 2.03432 0.27660
C 2.57457 1.50620 -0.72989
C 2.02953 0.23729 -1.45745
N 2.54024 -0.97404 -1.10727
C 3.57417 -1.29912 -0.16072
Cl 5.22614 -0.68958 -0.56508
C 3.40481 -2.04040 0.96559
C 4.67411 -2.32647 1.84423
Cl 1.79780 -2.65291 1.41126
C 1.83679 -1.97624 -1.88991
C 2.11357 -3.49875 -1.73675
C 2.01563 -4.34582 -3.05341
C 2.62255 -3.67815 -4.33985
F 0.68760 -4.81816 -3.24455
C 0.92419 -1.22806 -2.68720
B -0.15798 -1.80065 -3.74265
N 0.02145 -1.48115 -5.14709
O -1.22918 -2.59232 -3.31342
N 1.04818 0.18454 -2.41306
C 0.27300 1.29449 -2.98561
C -0.99041 1.72295 -2.13332
C -2.02999 0.58945 -1.91619
F -2.57310 0.17051 -3.10739
F -3.09614 1.13601 -1.21003
F -1.57866 -0.45267 -1.15059
H -1.57756 -2.58671 9.11253
H -0.41121 -1.25624 9.45774
H -2.18513 -1.02240 9.77508
H -2.71456 -1.08671 7.22748
H -0.98017 -1.59375 6.92308
H -0.09413 0.54937 7.02791
H -1.07363 0.92472 8.48511
H -3.18678 1.14022 6.92416
H -2.04722 2.53271 7.05842
H -2.75132 2.19529 4.65521
H -2.29252 0.44197 4.64603
H 0.13210 1.17470 5.03713
H -0.34877 2.92347 4.92371
H -1.42869 1.32101 2.62657
H -0.47095 2.83669 2.53227
H 0.48157 0.15263 1.90945
H 1.37005 0.54677 3.42809
H 1.74100 2.96037 2.26504
H 2.92759 1.59790 1.94433
H 1.22011 3.09707 -0.00796
H 0.54253 1.36401 0.16182
H 3.46375 1.29607 -0.09237
H 2.84336 2.27345 -1.49901
H 5.06616 -1.40081 2.33115
H 5.50675 -2.75089 1.21614
H 4.44918 -3.08280 2.63567
H 3.17660 -3.61155 -1.37215
H 1.45627 -3.89724 -0.92565
H 2.62089 -5.27862 -2.86626
H 3.35016 -4.40844 -4.79217
H 3.15514 -2.71381 -4.16239
H 1.78860 -3.59744 -5.09129
H -0.72562 -1.90765 -5.72276
H 0.92792 -1.77518 -5.50896
H -1.06347 -2.74955 -2.36491
H 0.95005 2.19729 -2.98364
H 0.01573 1.13062 -4.06882
H -1.51979 2.52644 -2.71828
H -0.71519 2.20164 -1.15691
O -1.73788 -2.76274 -7.05662
C -1.73024 -2.38876 -8.20221
O -2.41463 -3.00129 -9.19368
C -2.10469 -2.37399 -10.45069
C -1.60992 -0.98931 -10.08983
C -0.94093 -1.22420 -8.74980
H -1.34228 -2.97024 -10.95889
H -2.99803 -2.34141 -11.07336
H -0.95000 -0.55956 -10.84078
H -2.45636 -0.31578 -9.96319
H 0.10361 -1.52372 -8.86147
H -1.02282 -0.35475 -8.10055
O -1.39537 1.69134 -9.67131
C -2.26983 2.33362 -9.15810
O -2.10140 3.07199 -8.03055
C -3.36436 3.62310 -7.62372
C -4.21804 3.62851 -8.87477
C -3.70468 2.41008 -9.62220
H -3.78330 2.98961 -6.83709
H -3.21396 4.62617 -7.22564
H -5.28725 3.59887 -8.66628
H -4.01432 4.52946 -9.45880
H -4.22480 1.49767 -9.32113
H -3.76007 2.54491 -10.70060
O 0.98490 0.31312 9.79767
C 1.12974 0.62528 10.94759
O 0.10626 0.98012 11.76486
C 0.62752 1.39910 13.03555
C 1.99728 0.75980 13.13395
C 2.44465 0.72890 11.68270
H 0.67602 2.49111 13.04870
H -0.03838 1.06667 13.83115
H 2.67758 1.29877 13.79318
H 1.90340 -0.26199 13.51054
H 2.94337 1.65491 11.38947
H 3.07843 -0.13062 11.47366

Atoms 1-3, force components in eV/Å:
-0.0119 -0.7997 0.4636
1.4433 0.3063 0.1571
-1.0934 -0.1039 0.9072

No. 4
Formula: C35H57BrCl2NO11
Source: the OMol25 dataset
Level of theory: ωB97M-V/def2-TZVPD

Values from the calculation:
Total charge = +1
Lowest unoccupied orbital energy = -4.686 eV
E_HOMO = -11.03 eV
Molar mass = 818.647 g/mol
Gap between HOMO and LUMO = 6.3 eV
2S+1 = 1

Cartesian coordinates (Å):
C -4.09345 4.25326 -1.61233
O -3.66513 3.35402 -0.56143
C -2.22835 3.37982 -0.37905
C -1.53169 1.94949 -0.74708
Cl -1.85021 1.88460 -2.58092
C 0.03323 1.78995 -0.27575
C 0.31564 0.19488 -0.04133
C 0.31600 -0.47114 -1.52805
C 1.25205 0.33534 -2.56849
O 1.45216 -0.54320 -3.70768
C 0.39045 -0.34397 -4.64842
C -0.89931 -1.27419 -4.78324
O 0.47061 0.63915 -5.44089
O 1.56287 0.07109 0.65998
C 1.72646 -1.22048 1.23055
O 1.09252 -2.25127 0.87217
C 2.75119 -1.42561 2.46206
C 2.28495 -1.03582 3.91296
C 3.22980 -1.26603 5.11814
C 4.61653 -1.90082 4.82596
C 5.12695 -2.27540 3.40721
C 4.16446 -2.04023 2.19203
N -0.96281 -0.16700 0.69778
Br -1.07320 0.34549 2.51284
C -2.11657 0.66696 0.07459
Cl -3.13189 1.10183 1.58450
H -5.23806 4.11747 -1.70345
H -3.93040 5.36430 -1.36549
H -3.66304 4.02140 -2.64354
H -1.88919 3.79396 0.62980
H -1.82119 4.10799 -1.18212
H -0.00495 2.37087 0.72938
H 0.82028 2.38977 -0.84277
H 0.73284 -1.55033 -1.51228
H -0.75915 -0.58547 -1.94447
H 0.83211 1.35046 -2.88073
H 2.27575 0.52833 -2.06574
H -1.16516 -1.49924 -5.88773
H -0.69424 -2.29851 -4.29424
H -1.83287 -0.75698 -4.35049
H 1.23059 -0.58367 4.01985
H 2.88992 -1.01066 6.18353
H 5.29884 -2.09705 5.72751
H 6.15723 -2.74062 3.21643
H 4.44564 -2.31075 1.11617
H -1.22267 -1.16729 0.52907
H -2.86504 0.00091 -0.47803
C -3.89674 -3.59026 -7.70263
C -3.02544 -2.45236 -8.16272
O -2.38760 -1.78236 -7.36911
C -2.97234 -2.17358 -9.64048
H -3.83776 -3.67475 -6.61521
H -4.93489 -3.40043 -7.98314
H -3.55017 -4.52623 -8.14578
H -3.96946 -1.92091 -10.00708
H -2.58481 -3.04674 -10.16961
H -2.30655 -1.32796 -9.82562
C -1.19591 -6.36619 -2.24324
C -0.91258 -4.95495 -1.80359
O -1.06377 -4.01209 -2.56182
C -0.43479 -4.75021 -0.39110
H -1.53181 -6.36110 -3.28241
H -0.28697 -6.96726 -2.17223
H -1.98421 -6.79756 -1.62263
H 0.50823 -5.27847 -0.23648
H -1.18939 -5.10905 0.31250
H -0.27130 -3.68423 -0.21743
C 3.02123 -4.63518 8.93649
C 2.68397 -4.44686 7.48158
O 2.65852 -3.33865 6.97559
C 2.37905 -5.68082 6.67533
H 3.21767 -3.66194 9.39152
H 2.18096 -5.10097 9.45561
H 3.91585 -5.25397 9.03358
H 1.51028 -6.19314 7.09407
H 3.24513 -6.34602 6.67205
H 2.15391 -5.39395 5.64573
C 3.69572 2.82729 -3.69923
C 4.71881 2.63227 -2.61313
O 4.43168 2.78899 -1.43881
C 6.10905 2.23635 -3.03274
H 2.74126 3.11027 -3.24925
H 4.01471 3.62494 -4.37317
H 3.55983 1.89510 -4.25261
H 6.53685 3.00766 -3.67655
H 6.08043 1.27890 -3.55737
H 6.73851 2.13138 -2.14646
C 0.17457 3.54249 3.56271
C 0.63803 4.76044 2.80956
O 0.07673 5.12150 1.78930
C 1.81759 5.51208 3.36302
H -0.68283 3.10463 3.04576
H 0.97699 2.80172 3.60087
H -0.13123 3.82251 4.57307
H 2.69297 4.85975 3.39344
H 1.58623 5.88167 4.36431
H 2.03855 6.36461 2.71753
C -6.33647 4.85152 2.44740
C -5.33057 4.65988 3.55105
O -5.62991 4.83174 4.71672
C -3.93737 4.24664 3.15494
H -7.29476 5.14801 2.87900
H -5.99934 5.63870 1.76946
H -6.47280 3.91505 1.90181
H -3.49331 5.00682 2.50813
H -3.96763 3.28331 2.64095
H -3.32115 4.14638 4.05181

Atoms 1-3, force components in eV/Å:
-1.6686 0.6582 -0.6727
1.5544 0.3339 -0.3380
0.7399 0.6929 -1.0005